#w
The following is a quantum chemistry calculation of one molecule with the formula C22H27N5O3, from the Open Molecules 2025 dataset.

Last column: Mulliken charge in e.
Element x y z (Å)
C1 4.254 0.003 -1.695  -1.754
C2 4.112 1.373 -2.287  0.981
C3 4.607 2.478 -1.606  -0.560
C4 4.506 3.746 -2.143  -0.718
C5 3.928 3.923 -3.386  -0.607
C6 3.422 2.843 -4.097  0.900
C7 2.825 3.049 -5.457  -1.829
C8 3.500 1.570 -3.526  0.544
O1 3.001 0.468 -4.217  -0.628
C9 1.597 0.306 -4.141  -0.686
C10 1.130 0.074 -2.740  0.280
C11 0.966 0.919 -1.680  0.086
C12 0.570 0.062 -0.617  0.170
C13 0.271 0.587 0.744  0.520
O2 0.255 1.801 0.901  -0.734
N1 0.070 -0.269 1.763  0.089
C14 -0.006 -1.709 1.719  -0.913
C15 -1.413 -2.160 2.116  -0.559
N2 -1.707 -1.665 3.452  0.068
C16 -2.908 -2.225 4.026  -1.254
C17 -4.192 -1.919 3.313  0.612
N3 -4.338 -1.200 2.229  -0.425
C18 -5.668 -1.197 1.951  -0.796
C19 -6.338 -1.927 2.885  -0.090
N4 -5.390 -2.390 3.758  0.134
C20 -5.621 -3.211 4.911  -0.865
C21 -1.680 -0.211 3.455  -0.504
C22 -0.279 0.257 3.066  -1.225
N5 0.508 -1.177 -1.044  -0.466
O3 0.853 -1.179 -2.348  -0.296
H1 5.299 -0.193 -1.460  0.552
H2 3.907 -0.756 -2.390  0.322
H3 3.684 -0.073 -0.769  0.222
H4 5.073 2.332 -0.642  0.439
H5 4.888 4.597 -1.599  0.405
H6 3.869 4.911 -3.820  0.435
H7 1.780 3.356 -5.379  0.290
H8 3.361 3.834 -5.987  0.505
H9 2.878 2.132 -6.040  0.374
H10 1.078 1.185 -4.547  0.269
H11 1.372 -0.572 -4.750  0.351
H12 1.102 1.977 -1.627  0.575
H13 0.237 -2.065 0.720  0.599
H14 0.711 -2.108 2.446  0.274
H15 -1.449 -3.252 2.132  0.374
H16 -2.140 -1.790 1.380  0.375
H17 -2.779 -3.315 4.069  0.398
H18 -2.982 -1.863 5.060  0.399
H19 -6.048 -0.669 1.100  0.454
H20 -7.378 -2.154 3.004  0.397
H21 -6.686 -3.417 4.998  0.316
H22 -5.083 -4.158 4.823  0.305
H23 -5.283 -2.704 5.818  0.304
H24 -1.912 0.142 4.463  0.399
H25 -2.416 0.206 2.753  0.348
H26 -0.234 1.345 3.019  0.476
H27 0.446 -0.114 3.799  0.369

- gap between HOMO and LUMO (Ha) = 0.33633
- E_HOMO (eV) = -8.477
- structure (SMILES) = Cc1cccc(C)c1OCc1cc(C(=O)N2CCN(Cc3nccn3C)CC2)no1
- LUMO (eV) = 0.68

#x
The following is a quantum chemistry calculation of one molecule with the formula C22H27N5O3, from the Open Molecules 2025 dataset.

Last column: Mulliken charge in e.
Element x y z (Å)
C1 9.020 0.332 -0.177  -0.727
O1 7.661 0.618 -0.365  -0.287
C2 6.981 0.890 0.841  -0.607
C3 5.516 1.169 0.530  -0.427
C4 4.825 -0.075 -0.033  -0.962
N1 3.448 0.185 -0.374  -0.069
C5 2.419 -0.227 0.397  0.270
O2 2.550 -0.927 1.384  -0.726
C6 1.075 0.229 -0.073  1.127
C7 0.967 0.756 -1.373  -0.317
N2 0.917 1.092 -2.471  -0.648
C8 0.005 0.030 0.727  -0.935
C9 -1.329 0.531 0.480  0.200
C10 -2.513 -0.187 0.736  0.641
N3 -2.578 -1.521 0.941  0.028
C11 -3.874 -2.095 1.244  -0.938
C12 -4.856 -2.152 0.060  -0.620
C13 -4.185 -2.270 -1.308  -0.556
C14 -3.095 -3.341 -1.391  -1.025
C15 -1.717 -2.809 -1.001  -0.351
C16 -1.578 -2.464 0.485  -1.021
N4 -3.704 0.444 0.796  -0.234
C17 -3.806 1.703 0.475  0.511
C18 -5.070 2.350 0.534  -0.820
C19 -5.212 3.638 0.125  -0.231
C20 -4.088 4.345 -0.359  -0.722
C21 -2.882 3.725 -0.387  -0.251
N5 -2.734 2.442 0.029  0.156
C22 -1.404 1.891 0.056  0.150
O3 -0.476 2.629 -0.224  -0.706
H1 9.158 -0.553 0.457  0.309
H2 9.439 0.140 -1.163  0.236
H3 9.546 1.178 0.285  0.285
H4 7.067 0.029 1.523  0.356
H5 7.435 1.763 1.337  0.397
H6 5.011 1.488 1.443  0.299
H7 5.462 1.976 -0.202  0.331
H8 4.820 -0.872 0.715  0.397
H9 5.363 -0.414 -0.922  0.328
H10 3.264 0.814 -1.141  0.241
H11 0.196 -0.460 1.676  0.728
H12 -4.324 -1.501 2.043  0.408
H13 -3.693 -3.102 1.624  0.479
H14 -5.519 -3.004 0.216  0.449
H15 -5.462 -1.247 0.059  0.235
H16 -3.754 -1.305 -1.584  0.228
H17 -4.966 -2.491 -2.039  0.412
H18 -3.034 -3.703 -2.419  0.438
H19 -3.360 -4.193 -0.760  0.340
H20 -1.497 -1.917 -1.593  0.211
H21 -0.957 -3.557 -1.239  0.494
H22 -1.684 -3.372 1.085  0.564
H23 -0.578 -2.072 0.652  0.222
H24 -5.895 1.765 0.904  0.455
H25 -6.174 4.126 0.163  0.413
H26 -4.182 5.363 -0.697  0.407
H27 -1.966 4.189 -0.723  0.432

- gap between HOMO and LUMO (Ha) = 0.28931
- E_HOMO (eV) = -8.144
- structure (SMILES) = COCCCNC(=O)/C(C#N)=C/c1c(N2CCCCCC2)nc2ccccn2c1=O
- LUMO (eV) = -0.27

Short version: #w is the least stable of them.

#w
The following is a quantum chemistry calculation of a 4-piece molecular cluster, C25H40ClN2O6S3 overall, from the Open Molecules 2025 dataset.

Last column: Mulliken charge in e.
Element x y z (Å)
C1 1.873 -3.075 -2.230  -0.976
C2 0.807 -3.514 -3.396  0.412
Cl1 1.598 -4.962 -4.304  -0.181
C3 0.459 -2.349 -4.495  -0.697
N1 -0.084 -1.062 -3.914  0.384
C4 0.585 -0.023 -2.993  -0.201
C5 -0.519 1.171 -2.691  -0.262
N2 -1.797 0.837 -3.428  -0.027
C6 -1.464 -0.474 -4.108  0.082
C7 -2.778 -1.056 -4.952  -0.695
C8 -3.857 -1.537 -3.768  0.439
C9 -5.312 -0.787 -3.509  -0.459
C10 -6.226 -1.383 -2.247  -0.354
C11 -5.668 -2.648 -1.317  -0.335
C12 -4.224 -3.393 -1.596  0.045
C13 -3.317 -2.819 -2.838  -0.288
H1 1.246 -2.848 -1.260  0.279
H2 2.590 -2.202 -2.553  0.182
H3 2.556 -4.009 -1.990  0.395
H4 -0.141 -3.965 -2.863  0.074
H5 -0.369 -2.811 -5.220  0.258
H6 1.416 -2.163 -5.180  0.354
H7 1.698 -0.079 -2.566  0.236
H8 -0.457 2.133 -2.025  0.362
H9 -2.725 1.311 -3.491  0.296
H10 -2.463 -2.008 -5.558  0.258
H11 -3.278 -0.220 -5.637  0.376
H12 -5.682 0.130 -4.167  0.269
H13 -7.274 -0.906 -1.946  0.284
H14 -6.306 -3.046 -0.400  0.274
H15 -3.776 -4.279 -0.965  0.137
H16 -2.260 -3.313 -3.074  0.026
C14 1.936 3.344 2.050  -0.426
C15 0.446 3.055 1.872  -0.770
C16 -0.072 3.981 0.773  -0.673
S1 1.319 4.317 -0.296  1.144
O1 1.646 5.724 -0.198  -0.652
O2 1.114 3.655 -1.568  -0.692
C17 2.518 3.392 0.645  -0.494
H17 2.427 2.582 2.663  0.406
H18 2.068 4.314 2.545  0.182
H19 0.311 2.010 1.568  0.312
H20 -0.109 3.200 2.804  0.360
H21 -0.870 3.510 0.193  0.356
H22 -0.422 4.933 1.183  0.379
H23 3.490 3.885 0.599  0.352
H24 2.583 2.390 0.211  0.305
C18 5.571 7.748 3.426  -0.615
C19 6.890 6.978 3.472  -0.602
C20 6.552 5.499 3.648  -0.728
S2 4.939 5.265 2.915  1.277
O3 4.005 4.909 3.962  -0.683
O4 5.076 4.486 1.701  -0.792
C21 4.673 6.971 2.475  -0.685
H25 5.714 8.780 3.090  0.349
H26 5.124 7.777 4.427  0.306
H27 7.430 7.123 2.529  0.297
H28 7.538 7.334 4.279  0.319
H29 7.277 4.857 3.142  0.338
H30 6.486 5.227 4.705  0.353
H31 3.616 7.223 2.580  0.397
H32 4.991 7.102 1.437  0.387
C22 -2.564 -6.690 3.570  -0.567
C23 -4.054 -6.979 3.392  -0.638
C24 -4.572 -6.053 2.293  -0.663
S3 -3.181 -5.717 1.224  1.271
O5 -2.854 -4.310 1.322  -0.660
O6 -3.386 -6.379 -0.048  -0.710
C25 -1.982 -6.642 2.165  -0.722
H33 -2.073 -7.452 4.183  0.345
H34 -2.432 -5.720 4.065  0.291
H35 -4.189 -8.024 3.088  0.297
H36 -4.609 -6.834 4.324  0.327
H37 -5.370 -6.524 1.713  0.377
H38 -4.922 -5.101 2.703  0.376
H39 -1.010 -6.149 2.120  0.381
H40 -1.917 -7.644 1.731  0.340

- total charge = +1
- gap between HOMO and LUMO (Ha) = 0.28254
- E_HOMO (eV) = -10.881
- LUMO (eV) = -3.19

#x
The following is a quantum chemistry calculation of a 4-piece molecular cluster, C25H40ClN2O6S3 overall, from the Open Molecules 2025 dataset.

Last column: Mulliken charge in e.
Element x y z (Å)
C1 1.776 -3.007 -2.203  -1.065
C2 0.730 -3.450 -3.345  0.515
Cl1 1.516 -4.880 -4.245  -0.182
C3 0.382 -2.315 -4.429  -0.804
N1 -0.159 -1.049 -3.857  0.440
C4 0.490 -0.042 -2.969  -0.271
C5 -0.548 1.077 -2.681  -0.363
N2 -1.785 0.745 -3.392  0.042
C6 -1.478 -0.505 -4.046  0.091
C7 -2.754 -1.088 -4.868  -0.804
C8 -3.804 -1.563 -3.713  0.584
C9 -5.189 -0.859 -3.474  -0.537
C10 -6.060 -1.423 -2.276  -0.381
C11 -5.530 -2.617 -1.386  -0.363
C12 -4.152 -3.318 -1.644  0.071
C13 -3.289 -2.773 -2.823  -0.395
H1 1.166 -2.782 -1.255  0.297
H2 2.470 -2.151 -2.526  0.195
H3 2.448 -3.911 -1.965  0.415
H4 -0.192 -3.893 -2.824  0.064
H5 -0.424 -2.770 -5.132  0.265
H6 1.311 -2.130 -5.098  0.370
H7 1.570 -0.095 -2.560  0.267
H8 -0.488 2.015 -2.034  0.427
H9 -2.700 1.212 -3.449  0.302
H10 -2.438 -2.016 -5.458  0.272
H11 -3.244 -0.279 -5.537  0.397
H12 -5.551 0.027 -4.118  0.301
H13 -7.082 -0.963 -1.993  0.309
H14 -6.153 -3.001 -0.497  0.303
H15 -3.716 -4.176 -1.023  0.178
H16 -2.259 -3.249 -3.047  0.020
C14 1.916 3.271 2.056  -0.431
C15 0.424 2.975 1.885  -0.772
C16 -0.104 3.896 0.784  -0.670
S1 1.285 4.233 -0.293  1.138
O1 1.605 5.638 -0.204  -0.651
O2 1.076 3.566 -1.565  -0.687
C17 2.491 3.316 0.647  -0.505
H17 2.412 2.516 2.669  0.411
H18 2.045 4.241 2.546  0.184
H19 0.292 1.929 1.586  0.312
H20 -0.126 3.120 2.817  0.363
H21 -0.901 3.421 0.209  0.352
H22 -0.455 4.846 1.191  0.381
H23 3.458 3.813 0.594  0.358
H24 2.558 2.314 0.217  0.304
C18 5.538 7.705 3.405  -0.618
C19 6.863 6.942 3.449  -0.605
C20 6.533 5.459 3.632  -0.732
S2 4.917 5.214 2.905  1.276
O3 3.989 4.857 3.954  -0.682
O4 5.054 4.432 1.695  -0.788
C21 4.640 6.918 2.460  -0.688
H25 5.674 8.734 3.066  0.351
H26 5.095 7.734 4.406  0.307
H27 7.398 7.086 2.505  0.298
H28 7.511 7.303 4.251  0.321
H29 7.258 4.820 3.127  0.340
H30 6.473 5.190 4.688  0.354
H31 3.583 7.164 2.567  0.399
H32 4.953 7.047 1.421  0.389
C22 -2.514 -6.567 3.532  -0.572
C23 -4.004 -6.863 3.348  -0.644
C24 -4.521 -5.942 2.242  -0.671
S3 -3.124 -5.605 1.177  1.267
O5 -2.804 -4.198 1.269  -0.661
O6 -3.320 -6.270 -0.093  -0.712
C25 -1.925 -6.522 2.128  -0.731
H33 -2.023 -7.323 4.149  0.347
H34 -2.389 -5.596 4.023  0.293
H35 -4.133 -7.908 3.048  0.298
H36 -4.562 -6.718 4.276  0.330
H37 -5.313 -6.417 1.660  0.380
H38 -4.876 -4.992 2.646  0.379
H39 -0.956 -6.025 2.085  0.386
H40 -1.854 -7.524 1.699  0.343

- total charge = +1
- gap between HOMO and LUMO (Ha) = 0.30773
- E_HOMO (eV) = -11.158
- LUMO (eV) = -2.78

Short version: #w is the least stable of them.

#w
The following is a quantum chemistry calculation of one molecule with the formula C22H26ClN3O5S, from the Open Molecules 2025 dataset.

Last column: Mulliken charge in e.
Element x y z (Å)
C1 -3.186 -3.109 3.265  -1.551
C2 -2.814 -2.168 2.161  0.917
C3 -1.500 -1.751 1.992  -1.383
C4 -1.154 -0.859 0.993  0.778
C5 -2.130 -0.379 0.131  -1.304
N1 -1.808 0.555 -0.893  0.650
C6 -2.275 1.913 -0.694  -0.826
C7 -1.674 2.653 0.506  0.748
O1 -2.392 3.307 1.241  -0.710
N2 -0.342 2.578 0.630  0.245
C8 0.358 3.394 1.594  -1.234
C9 1.123 2.606 2.665  0.178
C10 0.305 1.502 3.344  -0.174
C11 1.369 0.454 3.657  -0.647
C12 2.333 0.622 2.482  0.232
O2 2.276 1.988 2.108  -0.502
C13 -1.185 0.236 -2.040  0.918
O3 -0.958 1.043 -2.923  -0.727
C14 -0.861 -1.248 -2.245  -1.148
N3 0.227 -1.665 -1.391  -0.073
S1 1.586 -0.708 -1.262  1.369
O4 1.142 0.609 -0.915  -0.792
O5 2.435 -1.408 -0.346  -0.754
C15 2.342 -0.694 -2.879  -0.148
C16 1.886 0.174 -3.853  -0.227
C17 2.467 0.143 -5.109  -0.856
C18 3.495 -0.755 -5.363  0.406
Cl1 4.219 -0.796 -6.925  -0.203
C19 3.953 -1.623 -4.379  -0.784
C20 3.366 -1.589 -3.127  -0.387
C21 -3.449 -0.788 0.289  -0.525
C22 -3.783 -1.673 1.296  -0.928
H1 -2.343 -3.737 3.541  0.374
H2 -3.487 -2.542 4.146  0.290
H3 -4.021 -3.741 2.973  0.408
H4 -0.734 -2.127 2.654  0.357
H5 -0.132 -0.544 0.869  1.086
H6 -2.024 2.474 -1.599  0.500
H7 -3.362 1.917 -0.559  0.231
H8 0.214 1.989 0.021  0.249
H9 -0.394 4.020 2.081  0.476
H10 1.080 4.027 1.069  0.346
H11 1.470 3.338 3.413  0.353
H12 -0.211 1.867 4.229  0.496
H13 -0.433 1.105 2.647  -0.180
H14 0.970 -0.555 3.722  0.276
H15 1.874 0.697 4.594  0.294
H16 3.369 0.388 2.743  0.377
H17 2.045 -0.005 1.629  -0.386
H18 -0.623 -1.376 -3.311  0.361
H19 -1.743 -1.847 -1.997  0.563
H20 0.472 -2.640 -1.465  0.304
H21 1.082 0.860 -3.628  0.364
H22 2.127 0.810 -5.885  0.443
H23 4.757 -2.309 -4.594  0.428
H24 3.698 -2.234 -2.329  0.505
H25 -4.210 -0.415 -0.381  0.516
H26 -4.811 -1.984 1.412  0.410

- gap between HOMO and LUMO (Ha) = 0.33852
- E_HOMO (eV) = -9.018
- structure (SMILES) = Cc1ccc(N(CC(=O)NC[C@H]2CCCO2)C(=O)CNS(=O)(=O)c2ccc(Cl)cc2)cc1
- LUMO (eV) = 0.19

#x
The following is a quantum chemistry calculation of one molecule with the formula C22H26ClN3O5S, from the Open Molecules 2025 dataset.

Last column: Mulliken charge in e.
Element x y z (Å)
C1 -3.653 -0.721 -3.102  -1.030
C2 -3.470 -1.873 -2.124  -0.330
O1 -4.024 -1.511 -0.860  -0.353
C3 -3.200 -1.527 0.200  0.823
O2 -2.077 -1.974 0.192  -0.631
N1 -3.814 -1.050 1.326  -0.024
C4 -2.975 -0.842 2.485  -0.828
C5 -2.237 0.519 2.358  -0.601
N2 -2.859 1.291 1.306  -0.022
C6 -2.308 1.453 0.069  0.179
O3 -2.982 1.742 -0.905  -0.662
C7 -0.825 1.349 -0.015  0.401
C8 0.007 2.111 0.799  -0.986
C9 1.379 2.059 0.658  -0.576
C10 1.967 1.228 -0.298  1.757
N3 3.350 1.195 -0.462  -0.013
C11 3.970 0.144 -1.241  -1.503
C12 3.736 -1.221 -0.644  0.771
C13 3.772 -1.383 0.736  0.019
C14 3.563 -2.626 1.304  -1.055
C15 3.319 -3.716 0.484  0.451
Cl1 3.059 -5.272 1.187  -0.226
C16 3.283 -3.574 -0.893  -0.821
C17 3.489 -2.325 -1.449  -0.296
S1 4.372 2.217 0.393  1.244
C18 3.988 3.836 -0.320  -1.001
O4 5.712 1.880 0.018  -0.725
O5 4.062 2.223 1.792  -0.665
C19 1.128 0.458 -1.108  -0.806
C20 -0.244 0.534 -0.977  -0.797
C21 -4.302 1.339 1.422  -0.753
C22 -4.890 -0.085 1.236  -0.774
H1 -4.708 -0.575 -3.317  0.353
H2 -3.129 -0.937 -4.029  0.351
H3 -3.264 0.200 -2.671  0.203
H4 -2.412 -2.118 -1.983  0.328
H5 -4.000 -2.769 -2.466  0.325
H6 -3.619 -0.863 3.367  0.254
H7 -2.258 -1.661 2.539  0.446
H8 -1.190 0.353 2.111  0.324
H9 -2.299 1.077 3.298  0.447
H10 -0.424 2.762 1.547  0.457
H11 1.997 2.631 1.328  0.478
H12 5.040 0.366 -1.228  0.561
H13 3.626 0.186 -2.280  0.435
H14 3.967 -0.527 1.366  0.378
H15 3.590 -2.750 2.375  0.427
H16 3.092 -4.430 -1.520  0.417
H17 3.461 -2.213 -2.524  0.408
H18 4.431 3.855 -1.307  0.330
H19 2.915 3.962 -0.368  0.382
H20 4.436 4.591 0.314  0.404
H21 1.536 -0.210 -1.846  0.312
H22 -0.874 -0.062 -1.617  0.283
H23 -4.678 2.013 0.653  0.455
H24 -4.546 1.738 2.410  0.349
H25 -5.624 -0.306 2.017  0.409
H26 -5.363 -0.187 0.262  0.320

- gap between HOMO and LUMO (Ha) = 0.34037
- E_HOMO (eV) = -8.708
- structure (SMILES) = CCOC(=O)N1CCN(C(=O)c2ccc(N(Cc3ccc(Cl)cc3)S(C)(=O)=O)cc2)CC1
- LUMO (eV) = 0.55

Short version: #w is the least stable of them.